No. 1
Computed, not measured: a 10-piece molecular cluster, C53H74BrF10N2O33P overall at a distorted geometry, with ωB97M-V/def2-TZVPD.

Element x y z (Å)
C1 3.564 -0.260 1.771
O1 3.796 0.452 0.531
C2 4.057 -0.497 -0.580
C3 2.733 -0.675 -1.462
C4 2.765 -1.947 -2.456
C5 1.240 -2.302 -2.916
C6 0.940 -3.878 -2.980
C7 -0.614 -4.266 -2.808
C8 -0.776 -5.126 -1.463
C9 -2.277 -5.053 -0.824
C10 -2.257 -4.627 0.724
C11 -2.742 -3.163 1.087
C12 -1.690 -1.940 0.801
O2 -1.411 -2.028 -0.608
C13 -2.062 -1.201 -1.521
Br1 -3.885 -1.841 -2.142
C14 -0.295 -2.443 1.449
C15 -0.334 -3.101 2.896
F1 0.803 -1.524 1.394
C16 -2.231 -0.511 1.357
N1 -2.170 -0.672 2.880
C17 -3.788 -0.183 1.139
C18 -4.232 0.900 0.051
C19 -5.178 2.095 0.645
N2 -4.617 2.775 1.842
C20 -4.908 4.269 1.829
C21 -3.462 4.982 2.033
C22 -2.834 4.779 3.460
C23 -1.438 5.378 3.747
C24 -0.737 6.139 2.589
C25 -1.359 6.371 1.180
C26 -2.769 5.761 0.891
O3 -3.439 5.883 -0.382
P1 -1.030 0.947 1.108
O4 -0.090 1.059 2.345
O5 -1.722 2.496 1.030
O6 0.027 0.780 -0.222
H1 3.288 -1.361 1.648
H2 4.432 -0.178 2.523
H3 2.662 0.245 2.280
H4 4.474 -1.469 -0.143
H5 4.900 0.000 -1.198
H6 1.860 -0.846 -0.729
H7 2.548 0.321 -2.008
H8 3.288 -2.842 -1.971
H9 3.403 -1.634 -3.368
H10 1.094 -1.878 -3.969
H11 0.569 -1.727 -2.182
H12 1.637 -4.386 -2.220
H13 1.302 -4.253 -4.015
H14 -1.335 -3.392 -2.917
H15 -0.855 -4.986 -3.682
H16 0.033 -4.872 -0.674
H17 -0.550 -6.223 -1.757
H18 -2.639 -6.155 -0.846
H19 -3.014 -4.487 -1.483
H20 -3.000 -5.347 1.251
H21 -1.233 -4.950 1.128
H22 -3.728 -3.024 0.495
H23 -3.074 -3.145 2.196
H24 -2.107 -0.081 -1.324
H25 -1.455 -1.274 -2.507
H26 0.064 -3.297 0.749
H27 0.436 -2.572 3.575
H28 -0.020 -4.214 2.877
H29 -1.329 -3.053 3.447
H30 -2.974 -1.241 3.193
H31 -2.354 0.269 3.275
H32 -4.463 -1.099 0.937
H33 -4.238 0.231 2.126
H34 -3.415 1.408 -0.550
H35 -4.933 0.399 -0.723
H36 -5.369 2.786 -0.256
H37 -6.203 1.609 0.892
H38 -5.172 2.437 2.652
H39 -5.433 4.613 0.878
H40 -5.577 4.506 2.724
H41 -3.413 4.192 4.263
H42 -0.963 5.205 4.779
H43 0.306 6.558 2.789
H44 -0.771 6.946 0.389
H45 -2.848 6.433 -0.941
H46 -1.731 2.792 0.090
H47 0.243 1.675 -0.570
O7 5.915 2.334 -4.136
C27 5.584 3.035 -3.226
O8 6.421 3.902 -2.583
C28 5.620 4.635 -1.665
C29 4.460 3.717 -1.452
F2 3.326 4.418 -1.213
O9 4.328 3.063 -2.697
H48 5.327 5.586 -2.116
H49 6.166 4.838 -0.743
H50 4.611 2.975 -0.662
O10 -0.587 -7.065 2.801
C30 0.459 -7.089 3.382
O11 0.579 -7.149 4.739
C31 1.964 -7.294 5.020
C32 2.599 -6.729 3.791
F3 3.775 -7.350 3.521
O12 1.676 -7.052 2.771
H51 2.196 -8.353 5.167
H52 2.241 -6.746 5.922
H53 2.751 -5.646 3.820
O13 -6.092 -0.087 4.523
C33 -5.317 0.385 5.304
O14 -3.963 0.354 5.151
C34 -3.416 1.130 6.209
C35 -4.502 1.080 7.236
F4 -4.532 2.219 7.967
O15 -5.680 1.013 6.457
H54 -3.219 2.145 5.851
H55 -2.481 0.698 6.569
H56 -4.452 0.214 7.902
O16 5.869 7.837 -0.499
C36 4.881 8.258 -1.027
O17 4.852 9.343 -1.851
C37 3.530 9.427 -2.367
C38 2.737 8.691 -1.334
F5 1.674 8.063 -1.890
O18 3.642 7.713 -0.868
H57 3.493 8.946 -3.349
H58 3.215 10.466 -2.473
H59 2.404 9.312 -0.497
O19 -1.339 -5.866 -7.394
C39 -1.699 -4.762 -7.113
O20 -2.782 -4.145 -7.669
C40 -2.948 -2.916 -6.978
C41 -1.576 -2.662 -6.441
F6 -1.630 -1.998 -5.261
O21 -1.076 -3.961 -6.204
H60 -3.693 -3.041 -6.187
H61 -3.284 -2.128 -7.654
H62 -0.913 -2.134 -7.133
O22 -1.028 10.292 -2.951
C42 -1.210 9.287 -3.572
O23 -0.473 8.913 -4.656
C43 -0.912 7.611 -5.017
C44 -2.290 7.566 -4.439
F7 -2.615 6.308 -4.053
O24 -2.183 8.376 -3.286
H63 -0.244 6.867 -4.574
H64 -0.910 7.483 -6.101
H65 -3.068 7.964 -5.097
O25 -8.602 -6.842 -3.061
C45 -8.085 -5.865 -2.609
O26 -8.069 -5.551 -1.282
C46 -7.250 -4.398 -1.146
C47 -7.316 -3.796 -2.513
F8 -6.161 -3.156 -2.819
O27 -7.444 -4.921 -3.357
H66 -6.236 -4.703 -0.868
H67 -7.639 -3.730 -0.376
H68 -8.165 -3.123 -2.667
O28 4.414 -3.860 3.861
C48 5.256 -4.155 3.060
O29 5.252 -3.741 1.765
C49 6.475 -4.187 1.190
C50 6.842 -5.337 2.072
F9 8.186 -5.464 2.175
O30 6.327 -4.951 3.333
H69 7.208 -3.374 1.223
H70 6.334 -4.489 0.151
H71 6.402 -6.293 1.773
O31 8.623 -2.177 0.884
C51 8.249 -1.076 1.173
O32 7.165 -0.474 0.616
C52 6.973 0.746 1.311
C53 8.338 1.020 1.858
F10 8.266 1.676 3.040
O33 8.856 -0.275 2.091
H72 6.225 0.602 2.094
H73 6.628 1.531 0.637
H74 8.997 1.563 1.174

Cartesian forces (eV/Å) of the 6 atoms listed first:
-1.2 0.4 1.4
0.5 -2.0 -0.2
0.3 0.8 -0.5
0.1 -0.7 0.9
0.0 1.1 -0.5
0.9 0.1 0.0

Calculated values
SMILES string: COCCCCCCCCCC[C@](OCBr)([C@H](C)F)[C@](N)(CCCNCc1ccccc1O)P(=O)(O)O.O=C1OC[C@@H](F)O1.O=C1OC[C@@H](F)O1.O=C1OC[C@@H](F)O1.O=C1OC[C@@H](F)O1.O=C1OC[C@@H](F)O1.O=C1OC[C@@H](F)O1.O=C1OC[C@@H](F)O1.O=C1OC[C@@H](F)O1.O=C1OC[C@@H](F)O1
Highest occupied orbital energy (eV): -8.40
Electronic energy (eV): -233207.18996
Frontier orbital gap (eV): 8.2

No. 2
Computed, not measured: a 21-piece molecular cluster, C53H79N21O26 overall at a distorted geometry, with ωB97M-V/def2-TZVPD.

Element x y z (Å)
N1 21.250 10.421 21.918
C1 20.922 11.742 21.927
C2 21.541 12.655 22.714
C3 22.586 12.206 23.510
C4 22.993 10.878 23.447
C5 22.278 9.982 22.645
H1 20.093 12.197 21.405
H2 21.241 13.691 22.665
H3 23.132 12.943 24.081
H4 23.740 10.460 24.105
H5 22.473 8.920 22.661
N2 22.669 7.335 16.824
C6 21.651 7.345 15.958
C7 20.520 8.180 16.010
C8 20.390 8.974 17.103
C9 21.387 8.942 18.097
C10 22.566 8.180 17.854
H6 21.815 6.680 15.123
H7 19.726 8.095 15.282
H8 19.531 9.628 17.132
H9 21.210 9.527 18.988
H10 23.376 8.038 18.554
N3 26.880 16.374 17.441
C11 25.918 17.026 16.677
C12 24.587 16.575 16.474
C13 24.231 15.447 17.228
C14 25.151 14.767 18.015
C15 26.439 15.236 18.085
H11 26.330 17.910 16.214
H12 23.903 17.108 15.829
H13 23.198 15.131 17.230
H14 24.764 13.870 18.475
H15 27.203 14.801 18.712
N4 12.568 9.910 20.012
C16 13.364 10.973 20.301
C17 12.932 12.196 20.796
C18 11.539 12.469 20.851
C19 10.663 11.451 20.501
C20 11.215 10.233 20.085
H16 14.433 10.824 20.279
H17 13.633 12.963 21.093
H18 11.227 13.462 21.139
H19 9.585 11.513 20.466
H20 10.448 9.513 19.841
N5 20.932 15.965 16.513
C21 19.969 16.713 17.099
C22 18.849 17.184 16.431
C23 18.765 16.986 15.056
C24 19.718 16.255 14.398
C25 20.747 15.695 15.210
H21 20.090 16.956 18.144
H22 18.319 18.001 16.900
H23 17.966 17.529 14.573
H24 19.618 16.083 13.336
H25 21.541 15.089 14.798
N6 19.991 11.255 13.247
C26 20.032 12.387 12.455
C27 18.986 13.250 12.385
C28 17.839 12.942 13.116
C29 17.737 11.786 13.781
C30 18.834 10.953 13.879
H26 20.909 12.570 11.853
H27 18.972 14.035 11.644
H28 17.056 13.674 12.993
H29 16.862 11.512 14.351
H30 18.758 10.041 14.453
N7 12.761 18.110 18.591
C31 12.630 18.724 19.812
C32 13.682 19.385 20.493
C33 14.962 19.177 19.989
C34 15.183 18.268 18.967
C35 14.048 17.770 18.285
H31 11.643 18.993 20.159
H32 13.540 20.040 21.340
H33 15.716 19.706 20.553
H34 16.163 18.004 18.597
H35 14.209 17.237 17.359
N8 15.507 12.832 18.982
C36 16.759 13.178 19.244
C37 17.503 13.900 18.356
C38 16.946 14.273 17.147
C39 15.599 13.856 16.874
C40 14.907 13.215 17.840
H36 17.318 12.757 20.066
H37 18.499 14.262 18.565
H38 17.540 14.706 16.356
H39 15.141 14.026 15.911
H40 13.873 12.929 17.722
C41 11.743 18.313 13.643
N9 10.664 19.148 14.219
O1 9.785 19.453 13.393
O2 10.650 19.450 15.406
H41 12.060 17.629 14.429
H42 12.435 19.047 13.230
H43 11.353 17.884 12.719
C42 17.270 10.190 22.166
N10 17.404 11.280 23.103
O3 17.401 12.405 22.640
O4 17.400 11.080 24.290
H44 17.841 10.445 21.273
H45 16.227 10.085 21.869
H46 17.574 9.233 22.591
C43 9.957 16.975 17.440
N11 10.090 15.915 18.481
O5 9.438 16.091 19.475
O6 10.824 14.952 18.327
H47 10.907 16.851 16.920
H48 9.844 17.940 17.934
H49 9.068 16.806 16.834
C44 16.249 14.489 9.779
N12 15.154 13.937 10.565
O7 15.339 12.850 11.068
O8 14.164 14.677 10.780
H50 16.950 15.012 10.430
H51 15.826 15.108 8.988
H52 16.702 13.638 9.271
C45 21.993 16.174 20.147
N13 23.352 16.304 20.713
O9 23.803 15.318 21.309
O10 23.902 17.402 20.683
H53 22.048 16.731 19.212
H54 21.327 16.790 20.752
H55 21.827 15.107 20.005
C46 11.126 12.120 17.101
N14 11.976 11.527 16.063
O11 13.043 10.978 16.415
O12 11.546 11.704 14.905
H56 10.476 12.903 16.712
H57 11.834 12.560 17.803
H58 10.605 11.344 17.663
C47 11.467 14.058 12.769
N15 11.534 14.568 14.156
O13 10.491 14.796 14.768
O14 12.650 14.844 14.617
H59 12.454 13.747 12.426
H60 10.883 14.738 12.148
H61 10.915 13.119 12.786
C48 15.345 8.476 17.609
N16 16.595 9.239 17.291
O15 16.983 9.187 16.122
O16 17.121 9.928 18.121
H62 14.537 9.206 17.670
H63 15.555 8.057 18.593
H64 15.147 7.733 16.836
C49 16.815 15.710 21.459
N17 18.261 15.898 21.056
O17 18.503 16.875 20.319
O18 19.079 15.076 21.393
H65 16.596 14.694 21.789
H66 16.264 15.892 20.536
H67 16.661 16.341 22.334
C50 20.857 12.309 16.840
N18 21.280 12.713 18.179
O19 22.518 12.821 18.332
O20 20.426 12.976 19.027
H68 21.693 11.810 16.349
H69 20.633 13.195 16.247
H70 19.973 11.676 16.915
C51 15.075 16.810 13.580
N19 16.062 16.918 12.485
O21 17.062 16.145 12.556
O22 15.889 17.586 11.525
H71 14.124 16.517 13.134
H72 15.054 17.798 14.039
H73 15.405 16.095 14.333
C52 16.584 14.023 26.370
N20 16.271 14.483 25.018
O23 15.119 14.343 24.563
O24 17.151 15.065 24.451
H74 15.671 14.057 26.963
H75 17.397 14.626 26.774
H76 16.933 13.008 26.179
C53 11.975 16.095 21.736
N21 13.144 16.594 22.462
O25 12.785 17.231 23.478
O26 14.257 16.385 22.024
H77 12.310 15.860 20.725
H78 11.084 16.720 21.781
H79 11.702 15.146 22.198

Cartesian forces (eV/Å) of the 6 atoms listed first:
-0.8 0.4 -0.8
-0.1 -1.2 0.3
1.1 0.2 0.6
0.7 0.2 -0.3
-0.5 -0.4 0.4
-0.7 1.7 0.2

Calculated values
Highest occupied orbital energy (eV): -9.05
Electronic energy (eV): -140729.63973
Frontier orbital gap (eV): 8.1